The following is a quantum chemistry calculation of C44H56F2FeN3P3 as an isolated structure, from the Open Molecules 2025 dataset.

The geometry in XYZ format:
```
109
C44H56F2FeN3P3 ωB97M-V/def2-TZVPD
Fe -0.459 0.611 0.651
C -3.575 2.796 0.109
C -4.118 1.398 0.377
C -5.400 1.196 -0.429
P -2.821 0.058 0.272
C -3.758 -1.299 1.140
C -3.462 -2.718 0.655
C -3.551 -1.166 2.652
C -2.684 -0.511 -1.469
C -3.776 -1.014 -2.149
C -3.707 -1.492 -3.462
C -4.934 -2.014 -4.145
C -2.469 -1.462 -4.105
C -1.347 -1.000 -3.461
C -1.406 -0.522 -2.124
N -0.291 -0.146 -1.454
C 0.926 -0.006 -2.194
C 1.059 0.980 -3.168
C 2.264 1.164 -3.823
C 3.359 0.351 -3.557
C 4.661 0.519 -4.291
C 3.198 -0.663 -2.619
C 2.008 -0.855 -1.923
P 1.598 -2.246 -0.810
C 1.382 -3.613 -2.063
C 0.360 -4.621 -1.532
C 2.639 -4.314 -2.571
C 3.084 -2.550 0.263
C 4.512 -2.612 -0.278
C 2.778 -3.793 1.110
H -4.323 3.543 0.378
H -3.357 2.927 -0.952
H -2.670 3.003 0.681
H -4.367 1.338 1.444
H -5.209 1.288 -1.498
H -6.110 1.979 -0.157
H -5.891 0.242 -0.243
H -4.808 -1.081 0.930
H -2.401 -2.944 0.696
H -3.810 -2.888 -0.362
H -3.979 -3.426 1.304
H -2.557 -1.497 2.937
H -4.286 -1.780 3.174
H -3.677 -0.138 3.000
H -4.731 -1.070 -1.644
H -5.489 -2.688 -3.491
H -4.684 -2.548 -5.059
H -5.605 -1.194 -4.408
H -2.386 -1.833 -5.119
H -0.392 -1.020 -3.966
H 0.217 1.607 -3.429
H 2.347 1.950 -4.563
H 4.629 1.374 -4.963
H 4.887 -0.368 -4.884
H 5.489 0.665 -3.596
H 4.023 -1.342 -2.450
H 0.931 -3.086 -2.912
H 0.761 -5.177 -0.683
H 0.095 -5.342 -2.307
H -0.552 -4.122 -1.199
H 3.128 -4.876 -1.776
H 3.358 -3.612 -2.994
H 2.372 -5.027 -3.355
H 3.035 -1.673 0.919
H 4.654 -3.416 -0.996
H 5.192 -2.800 0.557
H 4.823 -1.674 -0.732
H 2.871 -4.702 0.515
H 1.771 -3.769 1.526
H 3.489 -3.870 1.935
N 0.881 3.564 1.541
P 0.565 2.115 2.381
C 0.086 2.639 4.041
C 0.917 3.437 4.829
C 0.515 3.813 6.099
C -0.710 3.382 6.595
C -1.534 2.579 5.821
C -1.136 2.208 4.544
C 2.235 1.408 2.580
C 2.610 0.702 3.718
C 3.831 0.044 3.757
C 4.680 0.077 2.660
C 4.307 0.770 1.516
C 3.087 1.428 1.475
C 0.370 3.781 0.281
C 0.457 5.054 -0.296
C -0.105 5.265 -1.530
C -0.748 4.211 -2.177
C -0.756 2.990 -1.551
N -0.195 2.746 -0.355
H 1.351 4.341 1.981
H 1.887 3.753 4.461
H 1.158 4.434 6.708
H -1.017 3.669 7.591
H -2.482 2.237 6.213
H -1.766 1.569 3.938
H 1.945 0.656 4.572
H 4.119 -0.497 4.649
H 5.631 -0.437 2.695
H 4.963 0.799 0.656
H 2.797 1.958 0.573
H 0.942 5.854 0.246
H -0.055 6.244 -1.988
H -1.218 4.337 -3.141
H -1.236 2.140 -2.015
F -0.545 -2.036 1.756
C 0.275 -0.927 1.918
F -0.198 -0.374 3.177
H 1.237 -1.341 2.220
```

The net charge is +1. For the gap between HOMO and LUMO (spin up / spin down), the calculation gives 8.078 / 5.658 eV. Its total energy is -118691.560 eV. The expectation value of S² is 8.807. The spin multiplicity is 6. As for the LUMO energy (spin up / spin down): -1.820 / -4.372 eV. Its relative energy (zero: lowest compared OMol25 entry of this formula, charge and spin) is 0.0 kcal/mol.

---

The following is a quantum chemistry calculation of C44H56N2O3SSbSi3W as an isolated structure, from the Open Molecules 2025 dataset.

The geometry in XYZ format:
```
111
C44H56N2O3SSbSi3W ωB97M-V/def2-TZVPD
W 0.488 -0.501 -0.948
O 2.181 -0.165 -1.921
C 3.271 0.548 -1.717
C 3.837 1.300 -2.751
C 4.993 2.012 -2.515
C 5.629 1.982 -1.264
C 5.083 1.230 -0.253
C 3.889 0.522 -0.466
C 3.318 -0.282 0.564
N 2.148 -0.820 0.557
C 1.837 -1.578 1.773
C 0.643 -2.414 1.427
N -0.299 -1.466 0.832
C -1.386 -1.271 1.496
C -2.503 -0.489 1.070
C -3.643 -0.368 1.881
C -4.778 0.231 1.390
C -4.784 0.709 0.072
C -3.674 0.599 -0.738
C -2.511 -0.004 -0.245
O -1.463 -0.140 -1.021
H 3.354 1.311 -3.718
H 5.420 2.603 -3.315
H 6.541 2.538 -1.105
H 5.556 1.181 0.721
H 3.931 -0.444 1.451
H 1.572 -0.877 2.570
H 2.690 -2.178 2.088
H 0.217 -2.916 2.296
H 0.900 -3.159 0.675
H -1.503 -1.816 2.431
H -3.612 -0.760 2.891
H -5.660 0.324 2.008
H -5.677 1.176 -0.324
H -3.687 0.966 -1.755
C -0.584 1.401 -3.345
O -0.052 0.122 -2.996
Si -0.614 -1.404 -3.592
C -2.481 -1.335 -3.614
C -0.188 -1.660 -5.385
C 0.285 -2.348 -2.260
Si 1.970 -2.949 -2.953
C 1.823 -4.476 -4.050
C 3.122 -3.438 -1.547
C 2.895 -1.753 -4.088
Si -0.718 -3.891 -1.808
C 0.235 -5.265 -0.931
C -1.466 -4.724 -3.324
C -2.193 -3.569 -0.680
H -0.701 1.450 -4.428
H 0.118 2.164 -3.017
H -1.544 1.557 -2.853
H -2.780 -0.425 -4.146
H -2.962 -1.325 -2.639
H -2.883 -2.170 -4.189
H -0.696 -0.924 -6.014
H -0.601 -2.640 -5.648
H 0.869 -1.658 -5.634
H 1.383 -5.366 -3.606
H 2.845 -4.732 -4.348
H 1.276 -4.244 -4.968
H 2.882 -4.429 -1.159
H 3.107 -2.729 -0.721
H 4.148 -3.479 -1.925
H 2.353 -0.827 -4.273
H 3.096 -2.236 -5.047
H 3.857 -1.480 -3.648
H 0.846 -5.857 -1.612
H -0.521 -5.936 -0.512
H 0.879 -4.961 -0.106
H -0.741 -4.894 -4.118
H -2.307 -4.167 -3.740
H -1.856 -5.700 -3.022
H -1.921 -3.621 0.376
H -2.920 -4.368 -0.852
H -2.701 -2.622 -0.867
S 0.605 1.636 -0.119
Sb -0.389 2.180 2.419
C -1.353 1.482 4.186
C -2.314 2.232 4.856
C -2.923 1.710 5.992
C -2.576 0.450 6.457
C -1.612 -0.297 5.794
C -1.005 0.218 4.657
C -1.742 3.688 1.804
C -1.273 4.932 1.395
C -2.166 5.892 0.939
C -3.523 5.611 0.884
C -3.992 4.367 1.283
C -3.103 3.404 1.739
C 1.176 3.367 3.239
C 2.206 3.808 2.412
C 3.229 4.590 2.932
C 3.234 4.921 4.280
C 2.217 4.470 5.110
C 1.188 3.695 4.592
H -2.589 3.218 4.504
H -3.669 2.294 6.515
H -3.055 0.050 7.342
H -1.332 -1.274 6.166
H -0.251 -0.369 4.141
H -0.214 5.161 1.444
H -1.799 6.863 0.631
H -4.217 6.363 0.532
H -5.052 4.146 1.241
H -3.475 2.434 2.047
H 2.218 3.538 1.361
H 4.022 4.939 2.284
H 4.033 5.528 4.685
H 2.223 4.725 6.162
H 0.396 3.350 5.247
```

The net charge is +1. For the gap between HOMO and LUMO (spin up / spin down), the calculation gives 6.318 / 5.903 eV. Its total energy is -98490.475 eV. The spin multiplicity is 1. As for the LUMO energy (spin up / spin down): -3.788 / -3.723 eV. Its relative energy (zero: lowest compared OMol25 entry of this formula, charge and spin) is 6.9 kcal/mol.

---

Result set for F_max: 0.9 1.3 eV/Å, one per record in the order listed.